No. 1
# BH14NiO5

BH14NiO5 as an isolated structure at a distorted geometry (the ωB97M-V functional and the def2-TZVPD basis, OMol25).

Summary:
Charge: +1
Energy relative to the best compared isomer or geometry (same formula, charge and spin) (eV): 0.579
Multiplicity: 3
Expectation value of S²: 2.003

Last column: natural (NBO) charge in e.
Geometry (Å):
Ni 3.435 16.942 -3.721  1.604
O 3.041 17.134 -5.908  -0.973
O 3.749 14.899 -4.200  -0.971
O 3.399 19.061 -3.771  -0.973
O 5.464 17.152 -4.303  -0.972
O 4.219 17.009 -1.727  -0.979
B 1.338 16.556 -3.230  -0.872
H 1.508 16.092 -4.289  -0.020
H 6.262 16.955 -3.794  0.513
H 2.776 16.290 -6.298  0.509
H 4.126 14.608 -5.041  0.503
H 3.570 19.778 -4.393  0.513
H 3.247 19.490 -2.916  0.516
H 3.400 14.100 -3.779  0.525
H 1.344 17.720 -3.301  0.002
H 3.216 17.719 -6.658  0.506
H 0.317 16.164 -2.857  0.088
H 5.776 17.511 -5.144  0.512
H 2.209 16.179 -2.563  -0.065
H 5.067 17.324 -1.385  0.506
H 3.699 16.753 -0.950  0.528

---

No. 2
# C32H51BCuN7O

C32H51BCuN7O as an isolated structure (the ωB97M-V functional and the def2-TZVPD basis, OMol25).

Summary:
Charge: 0
Electronic energy (Ha): -3373.971768

Last column: Mulliken charge in e.
Geometry (Å):
Cu -0.724 0.123 0.119  -0.526
O -1.673 0.348 -3.356  -0.468
N 0.007 -1.691 -1.218  0.657
N 1.101 -1.527 1.431  0.659
N -0.220 -1.211 1.562  1.181
N 2.086 0.558 0.379  0.990
N -1.459 1.941 -0.673  1.456
N 1.356 -1.501 -1.094  1.171
N 1.115 1.255 1.037  0.000
C 0.494 2.011 -2.180  -0.071
C 2.921 2.557 0.764  -0.889
C -2.973 3.794 -0.500  -0.976
C -1.905 -3.018 -4.016  -1.761
C -1.044 3.958 -1.883  -0.972
C -2.579 -2.841 -1.591  -1.770
C 0.599 4.722 1.320  -1.410
C 2.020 -2.185 -2.057  0.235
C 0.919 3.480 2.164  2.626
C 1.086 -2.852 -2.813  -1.217
C 1.859 3.874 3.311  -1.923
C -0.162 -2.543 -2.234  -0.532
C -2.562 2.516 -0.178  -0.459
C -2.397 -0.137 3.357  -1.427
C -0.656 -1.782 2.674  -0.843
C -2.090 -1.625 3.131  2.485
C -3.036 -2.167 2.050  -1.450
C 3.184 1.328 0.200  0.197
C -2.307 -2.392 4.433  -2.396
C 0.397 -2.495 3.279  -1.119
C -0.710 2.649 -1.545  0.705
C 1.619 2.451 1.304  -0.383
C 0.328 1.720 -3.694  -1.189
C -1.212 -4.757 -2.378  -1.825
C -2.186 4.537 -1.364  -0.476
C -1.469 -3.251 -2.560  2.539
C 2.888 -2.820 2.629  -1.628
C 1.495 -2.304 2.463  0.678
C 4.426 0.867 -0.491  -1.439
C -1.074 1.353 -4.147  -0.738
C 3.507 -2.210 -2.210  -1.471
C -0.358 2.896 2.770  -1.801
B 1.967 -0.992 0.255  -0.789
H -1.793 0.267 4.175  0.352
H -1.014 2.503 1.996  -0.051
H 1.016 0.909 -3.956  0.387
H -1.037 1.050 -5.200  0.387
H -4.078 -2.039 2.359  0.444
H 2.947 -3.416 3.538  0.406
H -0.481 -5.131 -3.100  0.350
H -0.401 4.509 -2.559  0.527
H -2.459 5.554 -1.623  0.426
H -0.020 4.449 0.464  0.134
H 2.115 3.000 3.913  0.386
H -3.341 -2.276 4.765  0.422
H 3.999 -2.523 -1.289  0.221
H -2.146 -5.310 -2.519  0.490
H -0.986 -0.224 -2.988  0.095
H 0.064 5.468 1.917  0.465
H 1.357 2.669 -2.061  0.572
H -3.491 -3.397 -1.828  0.602
H -0.894 3.664 3.337  0.544
H -0.114 2.068 3.441  0.389
H 3.590 3.407 0.799  0.528
H 0.376 -3.071 4.192  0.610
H -3.151 1.908 0.500  0.370
H 3.073 -1.451 0.337  -0.253
H -2.855 -3.231 1.875  0.370
H 2.787 4.312 2.934  0.330
H 3.184 -3.445 1.785  0.258
H 1.369 4.607 3.961  0.449
H -0.836 -4.963 -1.373  0.341
H -2.171 0.436 2.453  -0.043
H -1.073 -3.180 -4.707  0.306
H -2.880 -1.631 1.111  -0.005
H -2.807 -1.774 -1.653  0.067
H 3.606 -2.002 2.703  0.255
H 0.627 2.597 -4.276  0.469
H 5.188 1.642 -0.419  0.449
H -1.729 2.225 -4.088  0.417
H 0.713 1.095 -1.641  -0.690
H -3.877 4.204 -0.071  0.470
H -1.649 -2.018 5.222  0.423
H 4.817 -0.049 -0.044  0.251
H -2.705 -3.717 -4.279  0.479
H 1.518 5.179 0.940  0.337
H 3.773 -2.909 -3.000  0.465
H -3.455 -0.001 3.607  0.445
H -2.110 -3.459 4.295  0.424
H 4.241 0.668 -1.549  0.124
H -2.285 -2.007 -4.154  0.349
H 1.288 -3.505 -3.650  0.569
H -2.285 -3.072 -0.565  0.167
H 3.899 -1.227 -2.475  0.086

---

No. 3
# C3H13NO2S2

A 3-piece molecular cluster, C3H13NO2S2 overall at a distorted geometry (the ωB97M-V functional and the def2-TZVPD basis, OMol25).

Summary:
Charge: 0
Energy relative to the best compared isomer or geometry (same formula, charge and spin) (eV): 0.870
SMILES string: CNCCSS.O.O

Last column: natural (NBO) charge in e.
Geometry (Å):
S 0.475 -0.443 -0.961  0.085
S -0.369 -1.919 -2.117  -0.145
O 2.121 3.052 1.023  -0.939
O -2.696 1.664 -2.581  -0.931
N 0.831 0.024 2.201  -0.657
C -0.319 -0.708 1.698  -0.235
C -0.753 -0.192 0.354  -0.542
C 0.983 0.027 3.664  -0.411
H 1.990 -0.261 3.928  0.202
H -0.940 0.885 0.380  0.236
H 0.320 -0.722 4.109  0.178
H -1.708 -0.597 0.024  0.233
H 0.662 0.997 4.056  0.193
H 1.663 -0.324 1.745  0.362
H -3.479 1.425 -2.071  0.465
H 1.323 3.122 1.563  0.469
H 2.310 2.104 1.028  0.470
H -1.152 -0.590 2.385  0.198
H -0.134 -1.784 1.700  0.177
H -2.242 0.813 -2.674  0.466
H -0.465 -1.243 -3.275  0.129

---

No. 4
# C28H34Br2IN2OPS

A 2-piece molecular cluster, C28H34Br2IN2OPS overall at a distorted geometry (the ωB97M-V functional and the def2-TZVPD basis, OMol25).

Summary:
Charge: 0
Electronic energy (Ha): -7457.367372
SMILES string: CCP(C)c1ccc2c(c1CCCI)Sc1cc(CCCO)c(-c3cccnc3)cc1N2.BrCCBr

Last column: natural (NBO) charge in e.
Geometry (Å):
I -1.992 -3.620 -3.899  0.036
Br -7.154 -6.135 -5.181  -0.012
Br -5.232 -6.949 -2.140  -0.012
S -0.635 1.667 -1.310  0.246
P -3.995 -2.336 0.597  0.760
O 5.421 5.704 -1.527  -0.721
N 5.610 2.486 3.880  -0.397
N -0.808 2.780 1.369  -0.569
C -5.302 -2.552 1.890  -0.935
C 5.941 3.761 4.090  0.025
C -3.044 -0.089 2.102  -0.189
C 2.080 2.000 -0.821  -0.214
C -1.897 -3.214 2.261  -0.617
C 5.138 3.335 -1.417  -0.415
C 4.573 2.155 -0.563  -0.425
C 3.162 2.360 -0.027  -0.003
C -5.041 -7.628 -3.952  -0.449
C -1.624 0.927 -0.003  -0.112
C 5.310 4.784 3.411  -0.253
C -2.321 -0.888 -1.579  -0.455
C -2.310 1.061 2.255  -0.241
C -0.718 -1.996 -3.259  -0.480
C 4.483 4.696 -1.123  -0.056
C 2.919 2.862 1.245  -0.062
C -0.985 -1.631 -1.803  -0.431
C -2.355 -0.240 -0.200  -0.012
C 0.800 2.142 -0.350  -0.172
C -2.736 -3.671 1.032  -0.676
C -5.263 -6.544 -4.973  -0.448
C 3.986 3.248 2.226  -0.076
C 1.611 2.996 1.693  -0.174
C -3.075 -0.757 0.887  -0.326
C 4.333 4.590 2.449  -0.171
C 0.527 2.643 0.917  0.128
C 4.652 2.297 2.986  0.031
C -1.580 1.600 1.211  0.132
H -0.176 -0.973 -1.457  0.227
H -4.765 -5.613 -4.718  0.232
H 0.322 -2.324 -3.356  0.223
H -3.586 -0.506 2.949  0.214
H -4.934 -6.873 -5.957  0.229
H -1.136 -2.474 1.985  0.211
H 4.971 3.152 -2.487  0.202
H 6.223 3.383 -1.265  0.224
H -2.558 -2.759 3.011  0.196
H -2.364 -0.056 -2.302  0.212
H -3.204 -1.503 -1.776  0.257
H 3.536 4.755 -1.680  0.165
H -5.388 -3.636 2.062  0.238
H 4.318 4.796 -0.046  0.156
H -2.272 1.581 3.215  0.206
H -0.824 3.020 2.355  0.379
H 5.601 5.810 3.648  0.216
H -5.037 -2.123 2.869  0.213
H -4.021 -8.003 -4.011  0.229
H 3.852 5.409 1.924  0.224
H -0.990 -2.534 -1.177  0.208
H 5.276 1.852 0.221  0.224
H -6.284 -2.221 1.543  0.244
H -1.343 -4.050 2.714  0.210
H -2.045 -3.748 0.185  0.222
H 1.387 3.384 2.690  0.205
H -5.735 -8.457 -4.055  0.231
H 2.231 1.591 -1.820  0.224
H 4.514 1.288 -1.240  0.215
H -3.255 -4.615 1.222  0.230
H -0.860 -1.169 -3.961  0.222
H 6.718 3.970 4.825  0.200
H 4.345 1.257 2.824  0.191
H 5.000 6.544 -1.309  0.464

---

No. 5
# C18H12BrN5O4PtSe

C18H12BrN5O4PtSe as an isolated structure at a distorted geometry (the ωB97M-V functional and the def2-TZVPD basis, OMol25).

Summary:
Charge: 0
Electronic energy (Ha): -6362.469890

Last column: natural (NBO) charge in e.
Geometry (Å):
Pt -0.575 -0.070 -1.732  1.037
Br -0.018 -5.278 0.551  0.069
Se 2.644 3.245 -0.023  1.025
O -2.415 0.255 -2.412  -0.710
O 1.300 -0.806 -1.347  -0.548
O -4.345 -0.875 -2.563  -0.597
O -0.196 -0.168 0.639  -0.635
N 1.827 -0.815 -0.156  0.127
N 1.662 4.614 -0.533  -0.619
N 1.675 2.018 -0.825  -0.609
N -0.295 1.998 -2.135  -0.462
N 1.050 -0.479 0.781  0.176
C 3.479 -0.332 3.602  -0.206
C 0.694 2.658 -1.409  0.247
C 1.610 -0.436 2.117  0.172
C 0.734 -0.496 3.183  -0.232
C -0.385 4.844 -1.836  -0.146
C -0.988 -3.921 -0.344  -0.092
C -2.426 -1.938 -1.631  -0.024
C 2.615 -0.410 4.687  -0.208
C 0.686 4.100 -1.254  0.126
C -1.330 4.152 -2.498  -0.259
C -2.356 -3.794 -0.108  -0.189
C -0.330 -3.091 -1.222  -0.164
C -1.063 -2.100 -1.877  -0.367
C -3.174 -0.808 -2.273  0.746
C 1.246 -0.486 4.474  -0.201
C 2.982 -0.341 2.308  -0.243
C -1.248 2.729 -2.633  0.137
C -3.070 -2.796 -0.749  -0.202
H -0.419 5.921 -1.730  0.238
H -0.572 -1.550 -2.719  0.253
H -4.130 -2.663 -0.575  0.243
H -0.327 -0.550 2.990  0.252
H 4.547 -0.263 3.763  0.218
H -2.172 4.658 -2.950  0.237
H 0.726 -3.213 -1.419  0.251
H 3.640 -0.278 1.452  0.238
H -2.852 -4.474 0.572  0.233
H -2.007 2.186 -3.179  0.255
H 0.568 -0.543 5.316  0.218
H 3.008 -0.404 5.696  0.217